(1)
C36H20BrF20GeIN4PbS2Si as an isolated structure, computed with the ωB97M-V functional and the def2-TZVPD basis.

Structure (ORCA input):
```
! RIJCOSX wB97M-V def2-TZVPD def2/J DEFGRID3
* xyz 0 1
Pb 0.06305 0.79138 -1.01539
N 1.65225 -0.57421 3.10671
C 1.20355 -0.73147 1.84941
S -0.50872 -0.38038 1.47877
N 1.98357 -1.27308 0.96150
N 1.49886 -1.23019 -0.31614
C 1.97990 -2.00310 -1.19465
C 1.46939 -1.92565 -2.58846
C 1.98004 -2.74703 -3.57803
C 1.42037 -2.69942 -4.84702
C 0.36773 -1.83601 -5.09468
C -0.06284 -1.01554 -4.06303
N 0.47883 -1.05659 -2.84694
H 1.09294 -0.10422 3.79003
H 2.64371 -0.66524 3.26252
H 2.74490 -2.74037 -0.94715
H 2.80886 -3.40904 -3.35318
H 1.80436 -3.34056 -5.63249
H -0.11000 -1.78895 -6.06557
H -0.87306 -0.30180 -4.20993
F -3.40843 1.29831 -0.25734
C -2.56570 1.30776 -1.37733
F -3.14979 0.39990 -2.26650
C -2.76812 2.66264 -1.99186
F -2.34429 3.58699 -1.10208
F -1.98794 2.75640 -3.09953
F -4.02528 2.97990 -2.34303
Br -0.99569 -4.00502 2.29207
C -2.10771 -5.14933 1.27678
C -2.43365 -6.38144 1.82993
C -3.24976 -7.25967 1.13401
C -3.73433 -6.91008 -0.11870
C -3.40330 -5.68386 -0.67341
C -2.59215 -4.79429 0.02029
I -2.16342 -2.96365 -0.88307
H -2.04273 -6.64369 2.80473
H -3.50608 -8.21649 1.57409
H -4.37341 -7.59143 -0.66900
H -3.77916 -5.41082 -1.65133
C -0.96667 0.62400 4.62491
Si -1.70076 0.83724 2.94227
C -1.65688 2.57665 2.29890
C -3.28737 -0.06567 2.73564
H -1.69944 0.95290 5.37330
H -0.07132 1.23715 4.76270
H -0.73557 -0.42698 4.83901
H -1.42035 3.29281 3.09460
H -2.62523 2.84561 1.86329
H -0.90469 2.67476 1.51448
H -4.09903 0.43872 3.27218
H -3.19805 -1.08937 3.11073
H -3.55434 -0.10393 1.67406
F 5.11076 3.79323 1.12712
C 5.13131 4.68078 0.12346
C 3.94593 5.15494 -0.42418
C 4.06993 6.11424 -1.41458
F 2.98750 6.68928 -1.96199
C 5.29479 6.55487 -1.86655
F 5.37824 7.47931 -2.82612
C 6.44669 6.04125 -1.31362
F 7.62948 6.46472 -1.73706
C 6.37031 5.10415 -0.30505
F 7.48824 4.63031 0.24488
Ge 2.26996 4.26904 0.16475
S 2.45638 2.19421 -0.30995
C 2.27895 4.71790 2.10798
C 1.98770 3.82907 3.12685
F 1.62220 2.56043 2.87544
C 2.04362 4.18959 4.45843
F 1.75899 3.30324 5.41865
C 2.39142 5.47408 4.80625
F 2.43899 5.82760 6.08474
C 2.67831 6.39308 3.82340
F 3.00245 7.63855 4.16124
C 2.61665 6.00419 2.50411
F 2.85950 6.95091 1.58875
C 0.72018 5.19864 -0.62571
C -0.28369 5.86380 0.06424
F -0.29675 5.93117 1.40201
C -1.32884 6.48549 -0.58579
F -2.26727 7.13409 0.10011
C -1.40241 6.43271 -1.95889
F -2.40904 7.01858 -2.58733
C -0.44295 5.75840 -2.68085
F -0.53340 5.69977 -4.00745
C 0.58992 5.15096 -2.00918
F 1.48926 4.48079 -2.73978
*
```

Summary:
F_max ... 1.04 eV Å⁻¹
Kohn-Sham gap ... 6.29 eV
E ... -267420.758 eV



(2)
C27H20Br4NO7SZr as an isolated structure, computed with the ωB97M-V functional and the def2-TZVPD basis.

Structure (ORCA input):
```
! RIJCOSX wB97M-V def2-TZVPD def2/J DEFGRID3
* xyz 1 1
Zr 0.02469 -0.67133 1.06904
Br -2.62360 -2.85490 -4.35751
C -1.35611 -2.38678 -3.05308
C -0.12899 -1.79079 -3.43246
Br 0.21475 -1.41862 -5.24143
C 0.80605 -1.47129 -2.47053
Br 2.43762 -0.62548 -2.87090
C 0.55009 -1.76365 -1.12564
O 1.43608 -1.41172 -0.14126
C -0.68785 -2.29743 -0.73211
O -0.93798 -2.41849 0.59956
C -1.63204 -2.61857 -1.72248
Br -3.23749 -3.37357 -1.11088
C 3.28080 0.78507 5.31689
O 3.23409 -0.17551 4.25639
C 2.10780 -0.87762 4.09003
C 0.93655 -0.69827 4.82025
C -0.20143 -1.41830 4.48580
C -0.18062 -2.37464 3.47447
C 1.00604 -2.60263 2.77201
C 2.11193 -1.80404 3.03701
N 3.26491 -1.87767 2.20092
C 3.85178 -0.93714 1.50270
C 3.58589 0.43224 1.22680
C 4.65739 1.06880 0.54605
C 4.59048 2.38221 0.16495
C 3.41979 3.09488 0.43838
C 2.34306 2.51075 1.07090
C 2.39454 1.17376 1.46927
O 1.33076 0.62299 2.02322
H 4.30049 1.15388 5.33280
H 3.04436 0.31672 6.27214
H 2.59128 1.60513 5.11071
H 0.88691 0.03916 5.60648
H -1.12134 -1.23696 5.02508
H -1.05556 -2.96905 3.25270
H 1.04537 -3.37060 2.01093
H 3.68039 -2.79457 2.10138
H 4.75286 -1.30885 1.02664
H 5.54961 0.49325 0.33205
H 5.41999 2.84876 -0.34549
H 3.34332 4.13122 0.13269
H 1.43105 3.06223 1.25567
C -3.37418 6.84893 -0.04950
C -2.96613 5.40671 0.04074
C -3.79018 4.48039 0.68272
C -3.45669 3.14148 0.73932
C -2.26346 2.72657 0.15570
C -1.41881 3.62031 -0.48384
C -1.78280 4.95776 -0.53483
S -1.90186 1.02694 0.15797
O -2.89032 0.31630 -0.57654
O -0.48248 0.89576 -0.35163
O -1.73921 0.55179 1.58386
H -3.92925 7.15658 0.83586
H -4.02075 7.00896 -0.91448
H -2.51018 7.50293 -0.15836
H -4.71304 4.81582 1.13931
H -4.11629 2.43596 1.22772
H -0.50027 3.28105 -0.94248
H -1.13308 5.66322 -1.03820
*
```

Summary:
F_max ... 0.83 eV Å⁻¹
Kohn-Sham gap ... 6.77 eV
E ... -336429.676 eV



(3)
A 2-piece molecular cluster, C33H32N3S overall, computed with the ωB97M-V functional and the def2-TZVPD basis.

Structure (ORCA input):
```
! RIJCOSX wB97M-V def2-TZVPD def2/J DEFGRID3
* xyz 1 1
C -1.46835 4.71972 -1.51548
C -0.65573 4.01717 -0.42468
C 0.83568 4.31864 -0.60191
C -0.92864 2.50488 -0.40000
C -2.41403 2.23225 -0.35651
N -2.67623 0.81339 -0.10396
C -3.94021 0.24793 -0.29085
C -3.94277 -1.10499 0.04792
C -5.11039 -1.84722 -0.14386
C -6.25798 -1.22229 -0.66076
C -6.24559 0.14633 -0.97926
C -5.07741 0.90008 -0.78261
S -2.38118 -1.62904 0.65760
C -1.72766 -0.00864 0.44122
N -0.53647 0.34171 0.79538
C -0.19121 1.77275 0.71766
C -0.29474 2.45393 2.07426
C 0.86847 2.96749 2.65388
C 0.78659 3.73237 3.81955
C -0.45849 3.99586 4.39645
C -1.60835 3.40365 3.86813
C -1.52530 2.60297 2.71995
H -1.32767 4.22293 -2.48496
H -2.54053 4.73022 -1.28837
H -1.14233 5.76093 -1.62714
H -0.97711 4.42006 0.55234
H 1.25267 3.73575 -1.43613
H 0.98118 5.38288 -0.83239
H 1.40991 4.09244 0.30422
H -0.55263 2.09700 -1.35754
H -2.92128 2.82715 0.41984
H -2.87505 2.48720 -1.31855
H -5.10088 -2.90761 0.10035
H -7.16903 -1.80534 -0.82161
H -7.14322 0.61955 -1.38773
H -5.05658 1.96928 -1.01019
H 0.86271 1.77939 0.42053
H 1.83940 2.73587 2.20092
H 1.70181 4.12145 4.26766
H -0.53303 4.65185 5.26544
H -2.57983 3.55206 4.34363
H -2.40328 2.06292 2.35110
C 2.02610 -0.38379 1.80792
C 1.26932 -1.62045 1.88917
N 1.52982 -2.66447 1.11341
C 1.19813 -4.00820 1.42953
C 0.81656 -4.54118 2.64734
C 0.71554 -5.94467 2.73718
C 0.99072 -6.75891 1.62138
C 1.43180 -6.20490 0.41494
C 1.55755 -4.82231 0.33657
C 2.09819 -3.97429 -0.68218
C 2.11217 -2.64634 -0.19378
C 2.63266 -1.61906 -0.95904
C 3.10647 -1.93190 -2.24955
C 3.06458 -3.24797 -2.74207
C 2.57600 -4.28881 -1.94783
H 1.85567 0.21761 2.71137
H 3.09889 -0.48291 1.58483
H 1.53940 0.13303 0.97481
H 0.47119 -1.74761 2.61003
H 0.61256 -3.88233 3.48974
H 0.42239 -6.41162 3.67837
H 0.87097 -7.84080 1.69514
H 1.68407 -6.79628 -0.46280
H 2.67881 -0.61011 -0.56446
H 3.51458 -1.13014 -2.86594
H 3.42419 -3.45626 -3.75027
H 2.54201 -5.32627 -2.27410
*
```

Summary:
F_max ... 2.16 eV Å⁻¹
Kohn-Sham gap ... 6.03 eV
E ... -50040.609 eV